Molecular formula: C15H17BBr2F3N3OS
Method: DFT, wB97M-V/def2-TZVPD

Summary:
* calculated total energy: -6692.0139 Ha
* total charge: 0
* LUMO level: -0.524 eV
* orbital gap: 0.31062 hartree

Atoms and positions in Å:
Br 2.263110 -0.911862 -3.764303
Br -0.974396 -2.596980 -0.954997
S -1.948368 2.913150 3.152331
F 0.811559 -0.541837 -0.796346
F 1.596403 -2.439019 -1.442455
F -0.128406 -2.127187 -3.789084
O 1.930985 4.388952 -0.089489
N -2.459263 1.715235 2.220988
N -0.988233 3.698278 2.118077
N -1.629218 -4.279547 1.989893
C -1.883025 1.872920 1.025557
C -1.560450 0.432894 -2.461588
C -1.407481 1.328679 -1.254573
C -2.056319 1.015767 -0.092054
C -1.044827 3.018974 0.975378
C -0.369480 3.339449 -0.246548
C 0.143481 5.978488 -0.923008
C 0.959996 -4.125478 1.732715
C -0.579257 2.493991 -1.304105
C -0.495183 -4.204666 1.867105
C 1.327369 -4.294525 4.248601
C 1.662071 -4.867382 2.876051
C -0.277801 0.194053 -3.282200
C 0.421326 -1.139599 -3.060380
C 0.558569 -1.583899 -1.580782
B 0.607233 4.579254 -0.400549
H -0.553210 0.198369 -4.334489
H 1.248799 -3.072797 1.725215
H -0.070600 5.901011 -1.991338
H 2.739991 -4.813822 2.714258
H 1.869682 -4.829507 5.028106
H -2.684097 0.144579 0.010653
H -2.059599 -0.487442 -2.183472
H 0.950981 6.697636 -0.811341
H 1.238008 -4.554578 0.769513
H -2.253350 0.956224 -3.123716
H 0.262988 -4.384874 4.468901
H 1.600512 -3.239413 4.311081
H -0.072156 2.718643 -2.235123
H -0.761071 6.327374 -0.429561
H 2.233100 3.514267 -0.357701
H 1.386365 -5.923054 2.847298
H 0.443265 0.989280 -3.172520

Atoms 1-6, force components in eV/Å:
Br -0.14 -0.03 0.05
Br -0.04 0.27 0.04
S 0.22 0.13 -0.36
F -0.11 0.29 0.05
F -0.01 0.03 0.03
F -0.38 -0.28 0.07